76
Properties=species:S:1:pos:R:3:mulliken_charge:R:1 method="wB97M-V/def2-TZVPD" total_charge=-2 homo_ev=0.35 homo_lumo_gap_ev=3.911
Se 0.7177 0.1887 2.9061 0.1090
Cl 1.1058 -5.1737 3.7797 -0.3440
O 0.9419 -2.5429 0.8769 -0.8938
O -1.8134 -1.3769 2.5975 -1.2331
C 4.5006 1.5763 -0.6414 2.3284
C -2.1887 3.5128 -0.1106 2.4403
C -0.4209 -4.7600 3.1154 -0.9417
C 1.8749 -2.6182 -1.7847 2.0698
C 2.2042 -1.4929 -0.7996 -0.7706
C 2.6478 -2.5030 -3.1575 -1.7554
C 2.6817 0.6946 0.9187 -0.2695
C 3.2711 -0.5388 -1.0568 0.3823
C -3.1472 1.2378 0.5333 0.0995
C -2.0951 2.1413 0.5696 0.0143
C -4.7973 -1.3898 2.4531 -1.6542
C 0.3331 -2.4537 -2.1302 -1.7814
C 2.1710 -4.0412 -1.2309 -1.8109
C -5.5904 -0.4191 0.3061 -1.7209
C 4.8365 2.5373 0.5414 -1.9996
C -0.9499 4.3475 0.1835 -2.1102
C -2.3490 3.2721 -1.6679 -1.5937
C -3.4101 4.1484 0.5060 -1.8153
C -3.0951 0.0057 1.1839 -0.2694
C 1.7286 -0.2631 1.2546 -0.7871
C -3.8365 -2.3089 0.3275 -1.3296
C -4.2783 -0.9740 1.0499 1.5980
C -0.7764 0.5817 1.8307 -0.9248
C 1.6058 -1.4610 0.4540 1.1617
C 4.1811 2.2930 -1.9061 -1.4907
C -0.9056 1.8316 1.2948 -0.4314
C 3.4478 0.5689 -0.2289 -0.0261
C -1.9056 -0.3337 1.8661 1.2799
C 5.7798 0.7474 -1.0020 -1.7905
Li -0.3694 -2.7127 2.0764 0.4094
H 3.9652 -0.8261 -1.8493 -0.1494
H -0.7085 4.4535 1.2402 0.4401
H -6.0346 0.4277 0.9151 0.3361
H -1.0132 -4.4407 3.9637 0.2795
H 6.6649 1.4393 -1.0490 0.4403
H -5.2516 0.0907 -0.6778 0.3078
H -1.1673 5.3821 -0.1290 0.4773
H -4.6345 -3.0778 0.2769 0.4031
H 3.2441 -4.2050 -1.0119 0.3257
H -3.5833 -2.0886 -0.7303 0.2964
H -2.8694 4.0625 -2.1808 0.3608
H 1.6996 -4.3338 -0.2770 0.2392
H 2.0889 -1.7539 -3.8764 0.2236
H 6.0826 -0.0674 -0.2786 0.2682
H -1.3640 3.1593 -2.0875 0.3898
H -2.7593 2.2670 -1.7809 0.3157
H -6.3982 -1.1348 0.1370 0.3720
H 2.0491 -4.7230 -2.0315 0.5629
H -3.4780 4.2166 1.5329 0.4048
H 5.5358 3.3034 0.1837 0.4644
H -5.6827 -2.0665 2.4185 0.4349
H 5.7231 0.3527 -1.9905 0.4206
H -0.0791 2.5433 1.2598 0.3340
H 0.1910 -1.3950 -2.1941 0.3859
H -4.3704 3.6976 0.1970 0.3220
H 3.7223 -2.3273 -3.0207 0.4347
H -0.7393 -5.4908 2.3521 0.2157
H 3.9758 1.6423 -2.8168 0.2538
H -5.0615 -0.4661 3.0391 0.3183
H -0.0806 4.1317 -0.4596 0.2307
H 5.3864 1.9911 1.3321 0.3541
H -4.0072 -1.9166 3.0815 0.2523
H 3.1921 2.8118 -1.7944 0.2258
H 3.9583 2.9963 0.9938 0.3295
H 2.9016 1.3129 1.7766 0.5099
H 0.1819 -2.9859 -3.0460 0.5413
H -2.9131 -2.8091 0.7852 0.1427
H -3.4137 5.1754 0.1426 0.4827
H 2.4721 -3.4843 -3.6718 0.4578
H -0.3675 -2.7767 -1.3620 0.2033
H -4.0932 1.5164 0.0214 -0.1179
H 4.9348 3.0744 -2.2419 0.3608

***

20
Properties=species:S:1:pos:R:3:mulliken_charge:R:1 method="wB97M-V/def2-TZVPD" total_charge=-2 homo_ev=0.10 homo_lumo_gap_ev=5.924
S 2.0972 -0.1787 -2.7928 -0.7421
O -0.9925 -0.7609 1.5107 -0.8719
O -0.3507 0.3306 3.5761 -0.8165
O -2.7248 0.4871 0.1070 -0.7242
O 0.0069 2.4736 -2.1903 -0.6917
C 0.2916 -0.5196 -0.7666 -0.0616
C -0.0193 -1.3352 0.6573 -0.5938
C 1.7752 -0.6992 -1.0705 -0.6099
H 0.9095 -1.4637 1.2071 0.3365
H -0.8169 -0.4671 2.8762 0.4176
H 2.5005 -0.1260 -0.5097 0.2200
H -0.4405 -1.1159 -1.4810 0.1468
H 2.0785 -1.8323 -0.9169 0.2182
H 0.7806 2.9867 -1.7824 0.3033
H -0.1490 1.1065 2.9263 0.2556
H -0.5718 -2.1897 0.0829 0.1959
H -0.0077 0.5758 -0.5970 0.1195
H -2.2044 -0.0576 0.8162 0.4129
H 0.3226 1.4486 -2.0163 0.2480
H -2.4851 1.3368 0.3637 0.2373

***

79
Properties=species:S:1:pos:R:3:mulliken_charge:R:1 method="wB97M-V/def2-TZVPD" total_charge=+2 homo_ev=-14.28 homo_lumo_gap_ev=7.266
Hf 0.3120 -0.4362 0.0990 0.0608
S 2.4331 -0.6497 0.9800 -0.2361
P 0.1120 -2.5530 -1.2902 1.1021
P -1.2948 -1.8758 1.4374 1.0094
F 4.0918 1.9090 1.2529 -0.3004
F 3.2091 -2.3760 3.1837 -0.2896
F 5.9496 2.3888 3.1541 -0.2465
F 5.2058 -1.9470 5.0179 -0.2527
F 6.5712 0.4475 5.0045 -0.2412
C -3.1734 -5.8974 -2.5917 -0.8450
C -0.7291 -3.2232 0.2374 0.6261
C 1.4373 -3.6726 -1.7736 -0.9819
C -1.5000 -7.1326 -0.3940 -1.1812
C -1.0669 -2.4226 3.1470 -1.1380
C -2.5935 0.9555 -1.6052 -1.4381
C 4.9094 -0.9927 4.1074 0.1328
C -4.0094 -5.9411 -1.2838 -1.1278
C -0.9694 -6.1579 -1.4017 -0.0525
C -0.0052 1.2430 -1.7108 0.3078
C 0.2011 0.9853 -3.1661 -1.7890
C -3.6287 -4.9449 -0.2354 0.0444
C 5.6010 0.2232 4.0933 0.6200
C 0.3410 2.1186 0.4142 0.5152
C 3.6037 -0.2572 2.1840 0.6219
C 4.3239 0.9500 2.1968 -0.3056
C -2.8317 -5.2547 0.8071 -0.5315
C -2.0674 1.9816 1.3631 -1.7057
C -1.0288 1.6778 0.3397 0.2580
C 5.3001 1.2042 3.1478 -0.0847
C -3.0942 -1.8043 1.1561 -1.1570
C 0.9217 2.9000 1.5405 -1.4291
C -2.0444 -6.5246 0.9289 -1.0313
C -1.2229 -2.4968 -2.5338 -0.4415
C 0.9637 1.8658 -0.8524 0.8414
C -1.7065 -5.6458 -2.3993 -0.7053
C -1.2571 1.1800 -0.9961 1.2990
C 3.9112 -1.2137 3.1669 0.1676
C 2.3023 2.3539 -1.2876 -1.3141
H -5.0605 -5.7566 -1.5694 0.4574
H -1.6813 1.8231 2.3753 0.4387
H -2.2613 -7.8004 -0.8348 0.3405
H 0.3286 2.7905 2.4541 0.3869
H 3.1021 1.9365 -0.6625 0.1129
H -2.7560 -4.6086 1.6886 0.9120
H 1.1540 -4.7279 -1.7096 0.1198
H 2.2962 -3.4921 -1.1090 0.3889
H -3.9918 -6.9671 -0.8750 0.2929
H -3.5443 -2.8042 1.1250 0.4147
H -3.5407 -1.2234 1.9725 0.5260
H -3.3051 -1.2941 0.2065 0.1433
H -1.6440 -1.7496 3.8003 0.4582
H -0.1070 -3.9656 0.7569 0.5855
H -1.3906 -3.4602 3.3040 0.3847
H 0.1624 1.9054 -3.7685 0.3520
H 1.9450 2.5766 1.7687 0.1120
H -1.2106 -5.1653 -3.2509 0.9203
H -2.9526 1.3452 1.2392 0.3222
H 2.3638 3.4498 -1.2125 0.3483
H -3.0011 1.9078 -1.9779 0.3502
H -3.5890 -5.1239 -3.2599 0.3430
H -2.5397 0.2702 -2.4599 0.3959
H -1.7882 -3.4366 -2.5455 -0.3776
H -0.7577 -2.3320 -3.5137 0.6033
H -1.1908 -6.3372 1.6059 0.3615
H -2.6571 -7.3078 1.4114 0.4065
H -3.3060 0.5570 -0.8761 0.3682
H 0.9691 3.9754 1.3054 0.3665
H -1.9344 -1.6818 -2.3298 -0.1381
H -3.3335 -6.8667 -3.1040 0.3813
H 1.7283 -3.4319 -2.8066 0.4645
H -4.1409 -3.9776 -0.3091 0.3499
H -2.4069 3.0280 1.3076 0.3381
H -0.6636 -7.7959 -0.1117 0.4432
H -1.6039 -3.7437 -0.1632 -1.4093
H 1.1832 0.5317 -3.3488 0.4629
H -0.5551 0.3029 -3.5670 0.3346
H 0.1212 -6.0763 -1.4259 0.4436
H 2.5096 2.0662 -2.3279 0.4341
H -0.0028 -2.3272 3.4103 0.2796

***

13
Properties=species:S:1:pos:R:3:mulliken_charge:R:1 method="wB97M-V/def2-TZVPD" smiles="C=CC(=C)C" homo_ev=-9.19 homo_lumo_gap_ev=10.328
C 1.4912 -0.9279 0.1655 -1.2270
C 0.7762 1.4245 -0.0917 -0.8623
C -2.0075 -0.0273 0.2366 -0.6231
C 0.4731 0.1182 -0.0580 0.7364
C -0.8974 -0.4462 -0.3262 -0.2888
H -0.9791 -1.2161 -1.1421 0.2361
H -0.0545 2.0645 -0.4250 0.2936
H -2.0348 0.7361 1.0596 0.2586
H -2.9819 -0.5281 0.0715 0.2582
H 1.7612 1.7682 0.2191 0.2807
H 1.6031 -1.4915 -0.7395 0.3095
H 1.2066 -1.6673 0.9661 0.2797
H 2.4660 -0.5131 0.4324 0.3484

***

11
Properties=species:S:1:pos:R:3:mulliken_charge:R:1 method="wB97M-V/def2-TZVPD" multiplicity=2 total_charge=+2 homo_ev="-24.42 / -24.17" s_squared=0.75 homo_lumo_gap_ev="15.679 / 8.292"
O -0.3690 -0.8762 0.1676 -0.2444
N 0.7830 1.4871 0.9759 -0.4821
C -0.6634 -1.2150 -1.1422 -0.3381
H -0.2609 -0.3291 -1.7555 0.3162
H -0.7814 -1.5416 0.7917 0.4584
H -1.7182 -1.2959 -1.3951 0.3716
H 1.7030 1.1525 0.6745 0.4071
H 0.4378 2.4090 0.6812 0.4321
H 0.7753 1.4282 1.9990 0.4027
H 0.0154 -2.0489 -1.4897 0.3715
H 0.0783 0.8299 0.4926 0.3052